Entry 1:
{"formula": "C5H11NO3", "method": "the ωB97M-V functional and the def2-TZVPD basis", "gap_ha": 0.3633, "energy_ev": -12993.9982, "relative_energy_kcal_mol": 65.8, "lumo_energy_ha": 0.030, "multiplicity": 1, "homo_energy_ev": -9.1, "smiles": "C=CC(=O)O.CNCO", "elements": ["C", "C", "C", "O", "O", "H", "H", "H", "H", "C", "N", "C", "O", "H", "H", "H", "H", "H", "H", "H"], "coordinates": [[-1.4576, -0.7619, 2.4808], [-1.5382, -0.0038, 1.3974], [-0.3310, 0.6353, 0.7951], [0.7667, 0.6811, 1.4219], [-0.7239, 1.7466, 0.0664], [-2.3204, -1.2646, 2.8902], [-0.5058, -0.9046, 2.9708], [-2.4689, 0.1686, 0.8741], [0.0725, 2.2213, -0.2118], [-0.5673, -0.4528, -1.9128], [0.2590, -0.5449, -0.7169], [1.9563, -0.1445, -0.7892], [2.2279, 1.1889, -0.6947], [-1.5988, -0.7373, -1.6854], [-0.2009, -1.1161, -2.7060], [-0.5488, 0.5792, -2.2555], [0.2374, -1.4933, -0.3498], [2.1939, -0.4622, -1.8060], [2.4229, -0.7555, -0.0158], [2.1252, 1.4203, 0.2472]], "atomic_forces_ev_per_a": [[0.1, 0.1, -0.2], [0.0, -0.6, -0.5], [2.0, 1.6, 1.6], [-1.3, -0.1, -0.4], [-0.2, -0.5, -0.3], [-0.1, 0.1, 0.1], [0.1, 0.0, 0.0], [-0.1, 0.0, 0.0], [0.0, -0.1, 0.1], [0.7, -0.1, -0.3], [2.1, 0.5, 0.6], [-2.7, -0.8, -1.1], [-0.2, 0.0, 0.1], [0.1, 0.1, 0.1], [-0.1, 0.1, -0.1], [-0.1, 0.0, -0.1], [0.1, 0.1, 0.1], [0.2, -0.1, 0.2], [-0.4, 0.0, 0.0], [-0.2, -0.2, 0.1]], "mulliken_charge": [-0.71, -0.50, 0.93, -0.83, -0.52, 0.29, 0.27, 0.33, 0.42, -0.87, -0.32, -0.26, -0.51, 0.31, 0.32, 0.33, 0.31, 0.35, 0.28, 0.39]}


Entry 2:
{"formula": "C5H11NO3", "method": "the ωB97M-V functional and the def2-TZVPD basis", "gap_ha": 0.3741, "energy_ev": -12996.0368, "relative_energy_kcal_mol": 18.8, "lumo_energy_ha": 0.025, "multiplicity": 1, "homo_energy_ev": -9.5, "smiles": "CCC(N)=O.CC(=O)O", "elements": ["C", "C", "C", "N", "O", "H", "H", "H", "H", "H", "H", "H", "C", "C", "O", "O", "H", "H", "H", "H"], "coordinates": [[1.9415, 0.4551, -0.6439], [1.1219, 0.3626, 0.6287], [0.2610, -1.0679, 0.9115], [0.8293, -2.1622, 0.3168], [-0.3372, -1.1614, 1.9685], [2.5562, -0.4338, -0.8128], [1.3072, 0.5904, -1.5243], [2.6294, 1.3056, -0.5951], [1.7946, 0.3162, 1.4903], [0.5542, 1.2802, 0.8029], [1.3528, -2.0635, -0.5393], [0.6507, -3.0369, 0.7931], [-2.2181, 1.2708, 0.3393], [-1.4709, 0.6774, -0.8109], [-1.1800, 1.2082, -1.8576], [-1.4772, -0.7524, -0.7329], [-2.1518, 0.6303, 1.2198], [-1.7790, 2.2416, 0.5774], [-3.2691, 1.3769, 0.0628], [-1.1156, -1.0372, -1.5943]], "atomic_forces_ev_per_a": [[-0.1, -0.1, -0.3], [-0.8, -1.8, 0.3], [3.2, 1.7, 1.8], [-0.6, 0.6, -0.1], [-0.6, 0.1, -1.0], [0.0, 0.1, 0.1], [0.1, 0.1, 0.0], [-0.1, -0.1, 0.0], [0.0, -0.2, 0.0], [-0.4, -0.4, -0.1], [-0.1, -0.4, 0.3], [0.1, 0.0, -0.5], [0.7, 0.1, 0.6], [-1.7, -2.0, -1.8], [0.4, -0.2, 1.3], [0.3, 2.1, -0.6], [0.0, 0.0, -0.1], [-0.3, 0.0, -0.1], [0.2, 0.1, -0.1], [-0.2, 0.1, 0.3]], "mulliken_charge": [-1.18, -0.26, 0.55, -0.38, -0.64, 0.35, 0.26, 0.35, 0.39, 0.19, 0.17, 0.24, -0.95, 0.65, -0.55, -0.48, 0.31, 0.30, 0.32, 0.35]}


Entry 3:
{"formula": "C5H11NO3", "method": "the ωB97M-V functional and the def2-TZVPD basis", "gap_ha": 0.3765, "energy_ev": -12995.6365, "relative_energy_kcal_mol": 28.0, "lumo_energy_ha": 0.028, "multiplicity": 1, "homo_energy_ev": -9.5, "smiles": "CN=C(C)C.O=C(O)O", "elements": ["C", "N", "C", "C", "C", "H", "H", "H", "H", "H", "H", "H", "H", "H", "O", "C", "O", "O", "H", "H"], "coordinates": [[0.4024, 1.2885, 1.2812], [0.4228, 0.0963, 0.3892], [1.4735, -0.3653, -0.1468], [2.8354, 0.2662, 0.0197], [1.3641, -1.6360, -0.9350], [-0.1805, 1.1423, 2.1949], [1.3757, 1.2887, 1.6604], [0.0368, 2.1228, 0.7472], [2.6988, 1.2720, -0.3777], [3.1887, 0.2652, 1.1114], [3.5735, -0.1608, -0.7021], [0.3205, -1.8371, -0.9804], [1.7993, -2.4284, -0.3376], [1.7776, -1.6416, -1.8331], [-3.2234, 1.1124, -1.1164], [-3.4653, 0.2152, -0.3845], [-4.7338, -0.1745, -0.0787], [-2.5983, -0.6026, 0.2131], [-5.3825, 0.1857, -0.7492], [-1.6852, -0.4091, 0.0244]], "atomic_forces_ev_per_a": [[0.2, -2.7, -0.1], [-1.8, 0.0, 0.1], [0.3, 0.3, 0.6], [0.6, 0.0, -0.1], [-1.8, 0.2, 4.3], [-0.6, -0.4, -0.5], [1.7, 1.4, 0.6], [0.0, 1.1, -0.5], [0.3, 0.4, 0.6], [-0.3, 0.1, -1.8], [-0.4, -0.1, 1.0], [-0.9, -0.4, -0.3], [0.3, -0.3, 0.1], [2.0, 0.2, -4.0], [0.6, 1.3, -0.9], [-0.7, -1.4, 0.3], [-0.5, 0.0, -0.7], [-1.8, -0.4, 0.5], [1.4, -0.2, 1.1], [1.3, 0.7, -0.3]], "mulliken_charge": [-1.06, -0.36, 0.95, -1.32, -1.30, 0.29, 0.42, 0.32, 0.38, 0.30, 0.30, 0.25, 0.30, 0.46, -0.52, 0.64, -0.49, -0.43, 0.36, 0.49]}


Entry 4:
{"formula": "C5H11NO3Tl", "method": "the ωB97M-V functional and the def2-TZVPD basis", "gap_ha": 0.1607, "energy_ev": -17676.5174, "relative_energy_kcal_mol": 54.9, "lumo_energy_ha": -0.310, "multiplicity": 1, "homo_energy_ev": -12.8, "total_charge": 1, "elements": ["Tl", "O", "C", "C", "O", "H", "H", "H", "H", "C", "C", "O", "N", "C", "H", "H", "H", "H", "H", "H", "H"], "coordinates": [[-2.2028, 2.5717, -0.4620], [-3.8164, -0.1366, -0.4979], [-3.3114, -1.0752, 0.5434], [-2.4427, -0.5255, 1.7573], [-1.5649, 0.5408, 1.6216], [-2.7014, -1.7803, -0.0212], [-4.0952, -1.7373, 0.9116], [-1.9298, -1.2976, 2.3307], [-3.1735, -0.2377, 2.5131], [2.9452, 1.7106, -1.0379], [1.5425, 1.1330, -0.9236], [0.6426, 1.9525, -1.0190], [1.2372, -0.1252, -0.5661], [2.0368, -1.2652, -0.4373], [3.2022, 1.6133, -2.0927], [3.6899, 1.1234, -0.5006], [2.9108, 2.7853, -0.8595], [0.2810, -0.2798, -0.2800], [2.8535, -1.5336, -1.1075], [1.3108, -2.0756, -0.3720], [2.5854, -1.3609, 0.4997]], "atomic_forces_ev_per_a": [[0.5, -0.5, 0.0], [2.6, -3.2, 4.6], [-3.7, 2.8, -4.3], [4.5, 2.6, 1.0], [-3.0, -2.5, -0.8], [1.4, 0.3, -0.1], [-0.4, 0.6, 0.4], [0.1, -0.8, -0.7], [-1.5, 0.6, -0.3], [-0.2, -1.4, -1.0], [0.5, 1.0, 1.2], [-2.0, 0.8, -0.3], [-0.1, 1.0, -0.6], [1.2, -2.4, 1.4], [0.2, 0.0, -0.2], [0.0, 0.4, 0.2], [0.0, -0.4, 0.5], [0.1, 0.5, -0.3], [-0.6, 0.6, -1.0], [0.4, -0.4, -0.4], [-0.2, 0.5, 0.6]], "mulliken_charge": [0.91, -0.35, -0.25, -0.31, -0.41, 0.29, 0.35, 0.36, 0.37, -1.03, 0.62, -0.58, -0.07, -0.90, 0.31, 0.35, 0.32, 0.03, 0.36, 0.28, 0.36]}


Entry 5:
{"formula": "C5H11NO4", "method": "the ωB97M-V functional and the def2-TZVPD basis", "gap_ha": 0.3696, "energy_ev": -15041.9313, "relative_energy_kcal_mol": 61.6, "lumo_energy_ha": 0.021, "multiplicity": 1, "homo_energy_ev": -9.5, "smiles": "N[C@H]1[C@@H](O)[C@H](O)[C@@H](O)[C@H]1O", "elements": ["N", "C", "C", "O", "C", "O", "C", "O", "C", "O", "H", "H", "H", "H", "H", "H", "H", "H", "H", "H", "H"], "coordinates": [[-0.1048, -0.0168, -2.2363], [0.1470, 0.7753, -1.0582], [-1.1724, 0.7072, -0.1029], [-2.3081, 0.4358, -0.7926], [-0.7370, -0.3529, 0.8704], [-1.3915, -0.4115, 2.1808], [0.7172, 0.1404, 1.2267], [1.5488, -0.7704, 1.9248], [1.2603, 0.3028, -0.1711], [1.7067, -0.9059, -0.6802], [0.2163, -0.9691, -2.0554], [0.5378, 0.4014, -3.0019], [0.3114, 1.7842, -1.4070], [-1.2705, 1.7308, 0.3723], [-2.1234, 0.1418, -1.7427], [-0.7695, -1.3035, 0.4422], [-2.3028, -1.0012, 2.1642], [0.5291, 1.0762, 1.7999], [0.8632, -1.4013, 2.4421], [2.1232, 0.9769, -0.2691], [2.2190, -1.3400, 0.0938]], "atomic_forces_ev_per_a": [[1.5, 0.8, -2.0], [-2.3, 0.5, 0.5], [1.9, 1.4, -0.6], [-1.6, -0.8, -2.0], [0.5, 1.8, 3.2], [-3.2, -2.2, -0.7], [-1.4, -0.6, -0.4], [-2.9, -2.1, 1.9], [1.9, 1.3, -0.4], [1.6, -2.6, 1.8], [0.0, 0.3, -0.3], [-1.6, -1.4, 1.5], [-0.1, 0.4, 0.2], [0.1, -1.2, -0.1], [0.4, 0.5, 1.7], [0.2, -1.6, -0.9], [3.6, 2.4, -0.3], [0.6, -0.4, -0.4], [2.4, 2.2, -1.5], [-0.2, 0.3, 0.5], [-1.2, 0.8, -1.7]], "mulliken_charge": [-0.84, -0.13, -0.15, -0.62, -0.24, -0.59, 0.01, -0.62, -0.05, -0.62, 0.22, 0.29, 0.57, 0.27, 0.42, 0.33, 0.37, 0.31, 0.40, 0.32, 0.37]}


Entry 6:
{"formula": "C5H11NOS", "method": "the ωB97M-V functional and the def2-TZVPD basis", "gap_ha": [0.0904, 0.2596], "energy_ev": -19733.6618, "relative_energy_kcal_mol": 38.5, "lumo_energy_ha": [0.121, 0.118], "multiplicity": 2, "homo_energy_ev": [0.8, -3.9], "total_charge": -1, "elements": ["O", "C", "C", "C", "C", "S", "C", "N", "H", "H", "H", "H", "H", "H", "H", "H", "H", "H", "H"], "coordinates": [[1.9233, -2.5078, -1.4498], [2.0493, -1.4885, -0.8558], [0.8822, -0.8548, -0.0718], [-0.4154, -1.0426, -0.8441], [-1.4896, -0.0483, -0.5864], [-1.7659, 0.0694, 1.2444], [-1.1855, 1.7739, 1.5938], [1.1326, 0.5674, 0.1964], [2.8615, -0.8746, -0.9985], [0.7324, -1.4872, 0.8765], [-0.7309, -2.0808, -0.6915], [-0.3425, -0.9493, -1.9458], [-2.5153, -0.1312, -0.9788], [-0.9226, 0.9306, -0.8755], [-2.0733, 2.3876, 1.4678], [-0.3843, 2.0744, 0.9333], [-0.8770, 1.8708, 2.6537], [1.6365, 0.7480, 1.0207], [1.4847, 1.0429, -0.6887]], "atomic_forces_ev_per_a": [[-0.5, -5.2, -2.5], [-2.6, 3.3, 2.1], [1.0, -0.4, 0.1], [-1.1, -1.6, -1.7], [0.8, 2.6, 1.7], [0.2, 0.5, 0.2], [-1.0, -0.1, 0.7], [-0.7, 0.0, -2.1], [2.6, 1.9, 0.1], [0.3, 1.3, -0.7], [-0.2, 0.1, 0.0], [0.9, -0.3, 0.3], [0.9, -0.2, -0.5], [-1.8, -1.2, 0.4], [0.1, 0.5, 0.0], [0.0, -0.2, 0.0], [0.0, -0.3, -0.5], [1.0, 0.3, 0.8], [0.0, -0.9, 1.6]], "mulliken_charge": [-0.44, -0.95, -0.23, -0.79, -0.91, -0.06, -0.91, -0.77, 0.54, 0.37, 0.05, 0.47, 0.49, 0.33, 0.27, 0.26, 0.30, 0.26, 0.72]}


Entry 7:
{"formula": "C5H11NS", "method": "the ωB97M-V functional and the def2-TZVPD basis", "gap_ha": 0.3400, "energy_ev": -17687.1127, "relative_energy_kcal_mol": 31.1, "lumo_energy_ha": 0.033, "multiplicity": 1, "homo_energy_ev": -8.3, "elements": ["C", "C", "C", "C", "C", "H", "H", "H", "H", "H", "H", "H", "H", "H", "H", "H", "N", "S"], "coordinates": [[-0.3047, 1.8678, 0.2114], [-1.7205, -0.0401, -0.3971], [-0.9963, -1.2960, 0.1061], [0.2403, -0.5834, -0.4144], [1.4197, -0.6473, 0.4648], [0.6621, 2.3480, 0.0545], [-1.0603, 2.6031, -0.0980], [-0.4477, 1.6130, 1.2860], [-2.3422, -0.0968, -1.2963], [-2.2788, 0.4858, 0.4529], [-1.2839, -2.3108, -0.3338], [-0.9621, -1.2844, 1.2127], [0.4943, -0.9913, -1.3901], [1.2649, -0.1366, 1.4118], [1.6338, -1.6843, 0.6397], [3.3336, -0.7874, -0.9894], [-0.4681, 0.7021, -0.6462], [2.8159, 0.2384, -0.2749]], "atomic_forces_ev_per_a": [[0.0, -0.5, 0.0], [-1.6, 1.6, 1.4], [-0.7, -0.5, -0.2], [0.2, -0.3, -0.6], [0.6, 0.8, 0.0], [0.1, -0.2, 0.1], [0.1, -0.2, 0.2], [0.1, 0.4, -0.3], [0.0, -0.2, 0.3], [0.1, -0.8, -1.2], [0.5, 1.4, 0.7], [-0.3, -0.4, -0.5], [0.3, 0.0, -0.2], [-0.2, -0.1, 0.2], [0.4, -0.4, 0.3], [-0.2, 0.3, 0.2], [-0.2, -0.4, -0.2], [0.7, -0.2, -0.1]], "mulliken_charge": [-0.94, -0.60, -0.56, 0.26, -1.06, 0.30, 0.35, 0.36, 0.28, 0.28, 0.31, 0.24, 0.25, 0.34, 0.41, 0.12, -0.12, -0.20]}


Entry 8:
{"formula": "C5H11NS", "method": "the ωB97M-V functional and the def2-TZVPD basis", "gap_ha": 0.1535, "energy_ev": -17680.4908, "relative_energy_kcal_mol": 183.8, "lumo_energy_ha": -0.115, "multiplicity": 1, "homo_energy_ev": -7.3, "elements": ["C", "C", "C", "N", "H", "H", "H", "H", "H", "H", "C", "C", "S", "H", "H", "H", "H", "H"], "coordinates": [[-0.1369, -0.6189, 2.1382], [0.4182, -1.7500, 1.5361], [0.4258, 0.7212, 1.8439], [-0.9307, 0.4950, 1.4295], [-0.6871, -0.5845, 3.0713], [-0.1994, -2.4209, 0.9559], [1.4163, -2.0431, 1.8237], [1.2080, 0.6143, 1.1144], [0.5340, 1.4141, 2.6695], [-1.1121, 1.2707, 0.7524], [0.0007, 0.2065, -2.9373], [-0.3297, 0.3091, -1.4383], [0.3375, 1.8874, -0.8283], [-0.3933, -0.6927, -3.4046], [1.0835, 0.3039, -3.0286], [-0.3875, 1.0850, -3.4579], [0.1643, -0.4971, -0.9143], [-1.4114, 0.3000, -1.3255]], "atomic_forces_ev_per_a": [[-1.3, 1.6, -1.9], [-0.4, -0.8, 0.4], [0.9, 0.1, 1.8], [0.7, 0.4, 1.0], [0.1, -0.5, 0.5], [0.2, 0.0, -0.3], [0.0, -0.2, 0.1], [0.2, 0.7, -0.2], [0.6, 0.0, 0.1], [-0.5, -1.2, -1.1], [0.2, 0.8, 0.4], [0.2, 0.4, -1.2], [-0.6, -0.1, 0.2], [0.1, -0.2, 0.0], [0.0, -0.5, -0.3], [-0.2, -0.1, 0.0], [-0.3, -0.3, 0.2], [0.0, -0.3, 0.3]], "mulliken_charge": [0.32, -0.73, -0.65, -0.50, 0.38, 0.32, 0.28, 0.39, 0.24, 0.23, -1.35, -0.05, -0.36, 0.36, 0.35, 0.33, 0.08, 0.36]}